No. 1
Density functional theory data (wB97M-V/def2-TZVPD) for a structure of composition BrHf.

Geometry as XYZ:
```
2
Properties=species:S:1:pos:R:3:mulliken_charge:R:1
Hf 13.576 -19.977 2.791 2.3953
Br 10.805 -20.654 2.027 0.6047
```

## Properties
ΔE to the lowest compared entry with this formula, charge and spin = 274.4 kJ/mol
HOMO-LUMO gap = 6.035 eV
spin multiplicity = 1
net charge = +3



No. 2
Density functional theory data (wB97M-V/def2-TZVPD) for a cluster of 2 separate species, BrI3Si in total.

Geometry as XYZ:
```
5
Properties=species:S:1:pos:R:3:mulliken_charge:R:1
Si -0.355 0.124 -0.159 0.2144
Br -2.353 -0.710 -0.831 -0.1991
I -0.730 2.268 0.845 0.0369
I 0.850 -1.591 1.183 -0.0521
I 4.523 0.215 -0.066 -0.0001
```

## Properties
ΔE to the lowest compared entry with this formula, charge and spin = 145.6 kJ/mol
HOMO-LUMO gap (alpha / beta) = 7.818 / 5.064 eV
spin multiplicity = 1
net charge = 0



No. 3
Density functional theory data (wB97M-V/def2-TZVPD) for a structure of composition BrIMn.

Geometry as XYZ:
```
3
Properties=species:S:1:pos:R:3:lowdin_spin:R:1
Mn -0.355 0.866 0.496 5.5950
I -1.638 -1.557 0.074 0.2112
Br 1.993 0.691 -0.570 0.1938
```

## Properties
⟨S²⟩ = 12.00
HOMO-LUMO gap (alpha / beta) = 5.825 / 8.378 eV
spin multiplicity = 7
net charge = -1



No. 4
Density functional theory data (wB97M-V/def2-TZVPD) for a structure of composition BrMn.

Geometry as XYZ:
```
2
Properties=species:S:1:pos:R:3:lowdin_spin:R:1
Mn -0.951 -0.810 0.225 5.7684
Br 0.951 0.810 -0.225 0.2316
```

## Properties
ΔE to the lowest compared entry with this formula, charge and spin = 7.9 kJ/mol
⟨S²⟩ = 12.00
HOMO-LUMO gap (alpha / beta) = 7.890 / 8.858 eV
spin multiplicity = 7
net charge = 0



No. 5
Density functional theory data (wB97M-V/def2-TZVPD) for the ion BrO4S with charge -1.

Geometry as XYZ:
```
6
Properties=species:S:1:pos:R:3:mulliken_charge:R:1
O 0.902 1.446 -0.183 -0.5720
O -0.712 0.913 1.529 -0.5482
O 1.080 -0.622 1.136 -0.5208
O -0.333 -1.435 -2.183 -0.6248
S 0.229 0.385 0.615 0.9795
Br -1.167 -0.687 -0.915 0.2863
```

## Properties
ΔE to the lowest compared entry with this formula, charge and spin = 189.9 kJ/mol
HOMO-LUMO gap = 8.511 eV
spin multiplicity = 1
net charge = -1



No. 6
Density functional theory data (wB97M-V/def2-TZVPD) for a structure of composition BrPd.

Geometry as XYZ:
```
2
Properties=species:S:1:pos:R:3:lowdin_spin:R:1
Pd 0.844 -0.178 -0.823 1.0160
Br -0.844 0.178 0.823 0.9840
```

## Properties
ΔE to the lowest compared entry with this formula, charge and spin = 0.0 kJ/mol
⟨S²⟩ = 2.01
HOMO-LUMO gap (alpha / beta) = 10.635 / 6.929 eV
spin multiplicity = 3
net charge = +1



No. 7
Density functional theory data (wB97M-V/def2-TZVPD) for a structure of composition BrPt.

Geometry as XYZ:
```
2
Properties=species:S:1:pos:R:3:lowdin_spin:R:1
Pt -1.222 -0.438 -0.435 2.4576
Br 1.222 0.438 0.435 0.5424
```

## Properties
ΔE to the lowest compared entry with this formula, charge and spin = 35.2 kJ/mol
⟨S²⟩ = 3.76
HOMO-LUMO gap (alpha / beta) = 9.185 / 6.726 eV
spin multiplicity = 4
net charge = 0



No. 8
Density functional theory data (wB97M-V/def2-TZVPD) for a cluster of 12 separate species, C100H220F3N11O3S in total.

Geometry as XYZ:
```
338
Properties=species:S:1:pos:R:3:mulliken_charge:R:1
C 4.066 -4.817 1.866 -1.3911
C 4.101 -5.140 0.406 1.9026
C 5.515 -5.230 -0.214 -0.9097
N 5.567 -5.502 -1.767 0.0548
C 5.117 -6.999 -1.987 -0.7527
C 5.244 -7.514 -3.484 -0.5359
C 6.702 -7.347 -3.894 -0.7401
C 7.301 -5.936 -3.557 -0.7255
C 7.032 -5.394 -2.181 -0.5614
C 4.707 -4.503 -2.521 -1.4551
H 4.676 -5.557 2.383 0.5700
H 3.057 -4.752 2.273 0.0979
H 4.458 -3.804 1.959 0.2876
H 3.447 -4.439 -0.113 -0.8956
H 3.671 -6.135 0.289 -0.4074
H 6.243 -5.801 0.362 0.5528
H 5.855 -4.205 -0.064 0.4996
H 5.759 -7.668 -1.414 0.4111
H 4.135 -7.069 -1.519 0.4326
H 4.999 -8.576 -3.488 0.3971
H 4.561 -6.940 -4.110 0.2643
H 7.308 -8.120 -3.422 0.3900
H 6.645 -7.419 -4.980 0.3978
H 8.314 -5.650 -3.839 0.4816
H 6.744 -5.344 -4.283 0.2254
H 7.599 -5.991 -1.466 0.4224
H 7.315 -4.367 -1.952 0.5768
H 3.660 -4.730 -2.319 0.4547
H 4.782 -4.555 -3.607 0.5888
H 5.033 -3.545 -2.116 0.4014
C -2.055 -3.041 5.528 -1.3341
C -1.714 -1.595 5.953 0.3265
C -0.749 -1.571 7.196 -1.0169
N 0.011 -0.250 7.350 0.5000
C -1.086 0.828 7.684 -0.6205
C -0.448 2.063 8.324 -0.2624
C 0.393 1.767 9.573 -1.3209
C 1.438 0.804 9.208 -0.1839
C 0.967 -0.493 8.561 -0.7810
C 0.788 0.289 6.133 -1.4119
H -1.317 -3.594 4.948 0.2725
H -2.856 -2.937 4.796 0.0965
H -2.347 -3.722 6.328 0.4952
H -2.614 -1.031 6.199 0.4702
H -1.423 -1.023 5.072 -0.0308
H 0.051 -2.309 7.135 0.3941
H -1.344 -1.738 8.094 0.5689
H -1.736 0.322 8.398 0.5023
H -1.670 1.087 6.801 0.3827
H -1.206 2.679 8.808 0.4808
H 0.152 2.540 7.549 -0.0582
H -0.034 1.385 10.500 0.4213
H 0.789 2.738 9.871 0.4346
H 1.964 0.637 10.148 0.5870
H 2.203 1.278 8.594 0.0859
H 0.476 -1.122 9.303 0.5419
H 1.765 -1.074 8.099 0.3339
H 0.053 0.587 5.384 0.1911
H 1.271 -0.580 5.686 0.5021
H 1.551 1.017 6.406 0.4773
C -5.297 7.538 -2.283 -1.4375
C -4.965 6.086 -2.500 0.3005
C -5.377 5.201 -1.242 -1.0709
N -4.263 4.361 -0.426 1.2308
C -3.098 5.337 -0.018 -0.3089
C -3.577 6.397 0.946 -1.0357
C -4.086 5.602 2.142 -0.2716
C -5.389 4.785 1.823 -1.3616
C -5.080 3.734 0.770 -0.6018
C -3.742 3.309 -1.444 -1.1680
H -6.378 7.676 -2.255 0.4167
H -4.976 8.142 -3.132 0.4392
H -4.814 7.925 -1.385 0.2323
H -3.928 5.849 -2.740 -0.1103
H -5.537 5.659 -3.324 0.1271
H -6.043 4.380 -1.510 0.6299
H -5.934 5.843 -0.560 0.7344
H -2.758 5.652 -1.005 -0.1180
H -2.234 4.812 0.389 0.4602
H -4.339 7.054 0.528 0.3805
H -2.795 7.091 1.257 0.2486
H -4.376 6.285 2.939 0.6712
H -3.242 5.012 2.499 -0.2288
H -6.236 5.430 1.588 0.4755
H -5.582 4.269 2.764 0.4912
H -5.926 3.173 0.374 0.7041
H -4.251 3.127 1.134 0.3941
H -4.537 2.591 -1.647 0.2761
H -2.852 2.916 -0.952 0.0329
H -3.527 3.798 -2.394 0.4195
C -2.203 1.764 -10.436 -1.6506
C -3.239 1.387 -9.368 0.9476
C -4.152 2.549 -8.933 -0.9965
N -5.035 2.275 -7.697 0.0991
C -5.832 3.612 -7.530 -0.6251
C -6.663 3.605 -6.275 -1.1475
C -5.862 3.350 -4.971 -0.2706
C -5.149 1.942 -5.155 0.2705
C -4.223 1.997 -6.383 0.1583
C -6.011 1.175 -8.173 -0.8047
H -2.455 1.992 -11.471 0.3989
H -1.495 0.935 -10.448 0.3621
H -1.698 2.648 -10.049 0.3409
H -2.750 0.889 -8.531 -0.5737
H -3.877 0.591 -9.754 0.4089
H -4.864 2.863 -9.697 0.5826
H -3.433 3.343 -8.731 0.3204
H -5.050 4.365 -7.433 0.4229
H -6.487 3.938 -8.338 0.5050
H -7.166 4.554 -6.092 0.5107
H -7.494 2.900 -6.312 0.4110
H -5.068 4.090 -4.877 0.0601
H -6.430 3.326 -4.040 0.5702
H -4.530 1.754 -4.277 -0.7775
H -5.796 1.068 -5.233 0.5759
H -3.446 2.751 -6.255 0.2207
H -3.755 1.025 -6.536 -0.4629
H -6.803 1.106 -7.428 0.4280
H -5.371 0.294 -8.132 0.4013
H -6.247 1.378 -9.217 0.3250
C 4.224 -1.018 -3.654 -0.7698
C 3.191 -0.821 -4.774 1.0066
C 3.742 -0.238 -6.025 -1.3008
N 2.625 0.036 -7.033 0.1490
C 2.067 -1.339 -7.566 -0.4845
C 1.144 -1.044 -8.710 0.2084
C 1.756 -0.289 -9.966 -1.2088
C 2.386 1.010 -9.451 -0.5271
C 3.296 0.784 -8.220 -0.5435
C 1.468 0.843 -6.395 -1.4099
H 5.244 -1.117 -4.025 0.5119
H 3.923 -1.823 -2.984 -0.4096
H 4.248 -0.152 -2.993 0.3332
H 2.306 -0.361 -4.336 -0.2143
H 3.011 -1.887 -4.913 0.1166
H 4.485 -0.845 -6.543 0.5320
H 4.140 0.758 -5.833 0.4219
H 2.957 -1.857 -7.925 0.3492
H 1.643 -1.824 -6.687 0.4354
H 0.567 -1.946 -8.914 0.6306
H 0.366 -0.362 -8.366 -0.4203
H 2.381 -1.044 -10.444 0.4317
H 0.973 -0.058 -10.688 0.4357
H 2.942 1.494 -10.254 0.4482
H 1.567 1.645 -9.112 0.2357
H 4.130 0.157 -8.537 0.4412
H 3.615 1.760 -7.854 0.4373
H 0.819 1.271 -7.160 0.3803
H 1.778 1.737 -5.854 0.5176
H 0.721 0.154 -6.001 0.3927
C 2.971 9.686 -2.331 -1.3962
C 2.804 8.382 -3.130 -0.1810
C 1.569 7.643 -2.639 -0.7489
N 1.471 6.125 -2.940 0.0442
C 2.518 5.354 -2.098 -1.0664
C 2.416 3.775 -2.166 -0.8700
C 0.974 3.256 -1.954 1.7406
C -0.090 4.057 -2.726 0.6757
C 0.006 5.596 -2.600 -1.3495
C 1.610 5.973 -4.492 -0.8185
H 2.929 9.426 -1.274 0.3231
H 2.098 10.331 -2.438 0.3698
H 3.819 10.341 -2.532 0.3834
H 3.644 7.739 -2.868 0.2204
H 2.769 8.641 -4.188 0.4446
H 0.742 7.950 -3.280 0.4211
H 1.301 7.825 -1.599 0.4546
H 2.381 5.712 -1.078 0.3688
H 3.499 5.693 -2.434 0.6012
H 3.162 3.348 -1.495 0.6010
H 2.726 3.485 -3.169 0.3099
H 0.733 3.201 -0.892 -0.2834
H 0.972 2.231 -2.324 -0.7946
H -1.084 3.833 -2.338 -0.9388
H -0.380 3.650 -3.694 0.4733
H -0.189 5.923 -1.579 0.4129
H -0.759 6.163 -3.131 0.6432
H 2.623 6.252 -4.781 0.3802
H 0.842 6.648 -4.870 0.3889
H 1.368 4.929 -4.692 0.3084
C 3.005 2.405 1.386 -0.8852
C 2.555 3.183 2.642 0.0552
C 1.648 4.267 2.241 -0.2570
N 1.180 5.247 3.369 0.5555
C 0.187 6.342 2.785 -0.0246
C -0.599 7.185 3.809 -0.7887
C -1.403 6.319 4.847 -0.5800
C -0.430 5.295 5.475 -0.9614
C 0.362 4.528 4.427 -0.8970
C 2.320 6.067 4.004 -0.8974
H 2.244 1.985 0.727 -0.2291
H 3.616 1.540 1.646 0.3888
H 3.683 3.018 0.792 0.5286
H 3.374 3.560 3.255 0.3502
H 2.055 2.447 3.272 -0.0823
H 0.791 3.831 1.727 -0.0648
H 2.103 5.018 1.596 0.3502
H -0.494 5.899 2.058 -0.2555
H 0.861 6.997 2.234 0.4841
H -1.288 7.809 3.240 0.4128
H 0.087 7.809 4.382 0.4308
H -2.211 5.691 4.472 0.1400
H -1.797 6.985 5.615 0.4654
H -0.976 4.623 6.137 0.3662
H 0.182 5.790 6.230 0.4316
H -0.414 3.868 4.038 0.3016
H 1.159 3.936 4.878 0.6557
H 3.031 5.472 4.577 0.3240
H 1.975 6.783 4.750 0.3970
H 2.889 6.597 3.240 0.4153
C -5.065 -1.480 -1.655 -1.9293
C -4.531 -0.856 -0.399 1.2060
C -5.226 -1.478 0.862 -1.1382
N -4.868 -0.845 2.275 0.3325
C -5.716 -1.636 3.367 -0.4605
C -7.205 -1.266 3.323 -0.8653
C -7.369 0.253 3.494 -0.9987
C -6.660 1.004 2.350 -0.7050
C -5.126 0.711 2.360 -0.5248
C -3.365 -1.098 2.591 -1.5605
H -4.892 -0.915 -2.571 0.3651
H -6.144 -1.609 -1.737 0.5288
H -4.815 -2.541 -1.642 0.5095
H -4.912 0.162 -0.478 -0.4169
H -3.443 -0.907 -0.347 -0.1579
H -5.033 -2.549 0.934 0.5034
H -6.311 -1.428 0.943 0.7047
H -5.407 -2.658 3.146 0.4994
H -5.230 -1.427 4.320 0.3888
H -7.696 -1.642 2.426 0.4006
H -7.740 -1.899 4.032 0.4619
H -8.441 0.443 3.556 0.5021
H -7.055 0.534 4.499 0.3562
H -7.139 0.814 1.390 0.3882
H -6.797 2.079 2.462 0.5195
H -4.574 1.122 1.515 0.0242
H -4.567 1.130 3.197 0.4975
H -3.144 -0.736 3.595 0.7894
H -2.702 -0.655 1.848 0.1572
H -3.106 -2.155 2.665 0.4358
C 4.113 -0.632 3.913 -0.8949
C 4.912 -1.223 5.161 -0.7843
C 4.736 -0.490 6.511 0.1463
N 5.712 -0.803 7.692 0.3015
C 5.213 0.011 8.929 -0.2156
C 6.162 -0.006 10.063 -0.9649
C 7.610 0.470 9.634 -0.7994
C 8.075 -0.438 8.471 -0.8899
C 7.156 -0.535 7.251 -0.4349
C 5.543 -2.297 8.036 -0.8647
H 3.028 -0.684 4.009 -0.1987
H 4.374 -1.080 2.954 0.5940
H 4.400 0.407 3.749 0.4937
H 5.978 -1.250 4.935 0.4014
H 4.680 -2.283 5.264 0.4016
H 3.785 -0.694 7.003 -0.4431
H 4.679 0.596 6.435 0.3719
H 5.020 1.018 8.559 0.3887
H 4.206 -0.353 9.132 0.0822
H 5.703 0.686 10.769 0.4260
H 6.284 -0.963 10.570 0.3603
H 7.488 1.488 9.264 0.3263
H 8.268 0.549 10.500 0.4471
H 9.001 -0.128 7.986 0.4617
H 8.122 -1.399 8.983 0.3654
H 7.056 0.446 6.786 0.4002
H 7.544 -1.367 6.664 0.3972
H 5.768 -2.939 7.184 0.4016
H 4.517 -2.545 8.310 0.2669
H 6.175 -2.559 8.884 0.4679
C -4.027 -9.870 3.373 -1.3749
C -2.602 -10.080 2.733 -0.4122
C -2.547 -9.115 1.536 -0.8660
N -1.186 -8.598 1.074 0.3225
C -0.605 -7.660 2.095 -1.0733
C 0.847 -7.400 1.905 0.3808
C 1.830 -8.541 1.442 -0.7344
C 1.160 -9.444 0.384 -1.0222
C -0.285 -9.828 0.811 -0.7326
C -1.507 -7.943 -0.278 -1.0597
H -4.830 -9.931 2.639 0.3600
H -4.113 -8.827 3.678 0.3336
H -4.313 -10.641 4.088 0.3949
H -2.527 -11.125 2.433 0.4608
H -1.795 -9.982 3.459 0.3464
H -3.143 -8.254 1.836 0.4070
H -3.033 -9.491 0.635 0.5661
H -0.720 -8.225 3.020 0.3886
H -1.234 -6.775 2.190 0.5178
H 1.316 -7.052 2.826 0.5436
H 0.745 -6.595 1.178 -0.2602
H 1.996 -9.236 2.265 0.4482
H 2.772 -8.197 1.015 0.1258
H 1.592 -10.437 0.260 0.4898
H 1.114 -9.112 -0.653 0.3357
H -0.223 -10.276 1.803 0.4858
H -0.786 -10.475 0.091 0.4995
H -1.860 -8.718 -0.959 0.4086
H -0.541 -7.593 -0.642 0.4287
H -2.192 -7.097 -0.236 0.3208
C -1.453 0.381 -3.495 0.1499
C -1.001 -0.812 -2.659 -0.6348
C -0.370 -0.442 -1.286 -0.0736
N 0.376 -1.563 -0.582 1.3676
C 0.925 -0.922 0.712 -1.4499
C 1.356 -2.021 1.781 0.5759
C 0.257 -3.078 2.032 -0.1582
C -0.064 -3.776 0.687 -0.3903
C -0.640 -2.651 -0.240 -0.5255
C 1.594 -2.135 -1.336 -0.8775
H -1.856 -0.064 -4.405 -0.0875
H -0.638 1.028 -3.820 -0.2809
H -2.260 0.942 -3.025 -0.1727
H -0.313 -1.398 -3.268 0.3026
H -1.763 -1.572 -2.487 0.3627
H -1.069 0.042 -0.604 0.1482
H 0.420 0.291 -1.449 -0.1567
H 0.161 -0.325 1.211 0.6929
H 1.772 -0.316 0.391 0.4079
H 1.432 -1.380 2.660 -0.3335
H 2.335 -2.457 1.586 0.1696
H -0.630 -2.554 2.389 -0.6240
H 0.671 -3.856 2.672 0.8854
H -0.822 -4.559 0.692 0.3289
H 0.872 -4.224 0.354 -0.2056
H -1.546 -2.172 0.130 -0.0931
H -0.942 -3.092 -1.190 0.7492
H 1.285 -2.812 -2.133 0.4780
H 2.140 -2.836 -0.706 -0.0337
H 2.194 -1.312 -1.727 0.0862
C -1.792 -3.183 -6.042 0.5183
F -2.611 -3.335 -4.991 -0.2359
F -0.555 -2.856 -5.612 -0.1991
F -1.738 -4.319 -6.683 -0.2054
S -2.392 -1.801 -7.264 1.1782
O -2.038 -2.190 -8.630 -0.6684
O -3.877 -1.749 -7.135 -0.7062
O -1.778 -0.553 -6.789 -0.5598
```

## Properties
HOMO-LUMO gap = 4.826 eV
spin multiplicity = 1
net charge = +10



| no. | F_max (eV/A) |
| --- | --- |
| 1 | 5.209 |
| 2 | 0.956 |
| 3 | 0.401 |
| 4 | 1.065 |
| 5 | 4.751 |
| 6 | 0.095 |
| 7 | 2.084 |
| 8 | 4.527 |